No. 1
22
Properties=species:S:1:pos:R:3:forces:R:3:nbo_charge:R:1 method="wB97M-V/def2-TZVPD" orbital_gap_ha=0.3378 de_lowest_kj_mol=219.8 lumo_energy_ev=0.5835
S -1.5361 0.5965 1.8988 -0.7 0.0 1.2 -0.05
O 5.8359 1.9261 2.5664 -2.2 -0.9 -2.4 -0.94
N 0.6034 -1.8010 -1.2413 1.1 1.5 -1.2 -0.62
N -1.8162 0.9099 -1.6932 -0.3 -0.1 0.4 -0.85
C 1.5089 -1.0010 -2.1479 2.6 0.4 5.0 -0.41
C -1.2611 -0.0670 -0.7010 0.9 -0.3 -3.1 -0.08
C -0.7789 -1.3942 -1.5325 2.4 3.3 1.2 -0.21
C -2.1487 -0.3196 0.4615 0.2 -2.7 1.8 -0.54
H 5.0298 1.9264 1.9166 2.3 0.0 1.9 0.47
H -2.5108 0.2622 2.8605 1.0 0.2 -1.2 0.13
H 5.7273 2.7125 3.0781 -0.2 0.8 0.5 0.47
H -2.1965 -1.4294 0.7070 0.8 1.1 -0.2 0.22
H -1.3115 -2.2107 -1.3155 -2.8 -2.9 0.7 0.19
H 0.9947 -0.8136 -2.9941 -1.0 0.3 -3.2 0.18
H 2.4451 -1.5789 -2.2085 -0.4 0.3 -0.7 0.21
H -3.1878 -0.1796 0.4033 -1.4 1.1 -1.0 0.22
H -2.8486 1.0555 -1.7185 1.4 -0.6 0.2 0.37
H 1.8582 0.0508 -1.7128 -0.9 -1.8 -0.7 0.16
H -0.2725 0.3130 -0.3432 -0.8 0.1 -0.1 0.19
H -1.4569 0.6413 -2.6098 -0.6 0.4 0.3 0.36
H -0.7361 -1.2134 -2.6050 -0.8 0.1 0.1 0.17
H 0.9238 -1.5609 -0.3092 -0.5 -0.3 0.3 0.35

=====

No. 2
52
Properties=species:S:1:pos:R:3:forces:R:3:nbo_charge:R:1 method="wB97M-V/def2-TZVPD" orbital_gap_ha=0.1396 charge=+1 lumo_energy_ev=-5.5503
Cl 6.6846 -2.5546 3.5624 0.0 0.0 0.0 0.09
Cl -5.2300 -5.3361 -0.9378 0.0 0.0 0.0 0.09
N 0.2766 2.9410 -0.8901 0.4 0.0 0.0 -0.38
N -1.1276 2.5625 0.7506 0.2 -0.1 0.2 -0.39
C -3.5862 4.2767 -1.4857 0.4 0.0 -0.2 -0.21
C -1.6326 -3.9174 0.0744 -0.4 0.1 -0.2 -0.12
C -0.3147 -1.9390 -0.7331 0.6 0.0 0.1 0.07
C 3.0499 -1.6173 1.0022 0.5 -0.4 0.5 -0.18
C 1.8864 -1.2874 0.2258 0.1 -0.4 -0.7 0.08
C -2.5150 -2.5219 -1.7064 0.1 0.0 0.3 -0.11
C -2.7842 -4.7026 0.0227 0.4 0.3 -0.1 -0.24
C 0.8158 -2.1667 0.0475 -0.3 -0.3 0.0 -0.33
C 1.1521 1.6064 0.9946 -1.0 0.7 -0.5 -0.71
C -3.8073 -4.3910 -0.8863 0.7 0.6 -0.1 0.03
C 0.1774 2.3409 0.3521 0.0 -0.2 -0.2 0.41
C 1.5101 3.0259 -1.6225 0.2 0.1 0.0 -0.40
C 4.1871 -3.0319 2.6599 -0.3 0.1 -0.3 -0.26
C -1.3389 4.1192 -2.4576 0.0 -0.2 0.5 -0.24
C 5.3743 -1.1598 1.6589 -0.3 -0.2 -0.2 -0.24
C -2.6821 4.5140 -2.5450 -0.1 -0.1 0.4 -0.22
C -1.8368 3.2440 -0.2317 -0.4 0.2 -0.3 0.19
C -0.9420 3.4822 -1.2782 -0.4 0.2 -0.3 0.11
C 5.3355 -2.2326 2.5642 -0.6 0.3 -0.4 0.03
C 3.0664 -2.7315 1.8911 0.4 0.2 0.0 -0.06
C -1.6290 2.1925 2.0443 0.0 0.0 0.3 -0.40
C -1.4678 -2.7908 -0.7809 -0.6 -0.6 -0.1 -0.16
C -3.1758 3.6358 -0.3073 0.5 0.0 -0.2 -0.27
C -3.6662 -3.2978 -1.7579 0.3 0.0 0.2 -0.24
C 4.2568 -0.8737 0.8809 -0.2 0.0 0.1 -0.11
H -4.6225 4.6045 -1.5971 0.4 -0.1 0.1 0.23
H 1.9486 2.0258 -1.7282 0.0 0.1 -0.2 0.19
H -2.4016 -1.6725 -2.3801 -0.1 -0.2 0.1 0.23
H -4.4621 -3.0678 -2.4602 0.2 0.0 0.1 0.25
H -2.9120 -5.5561 0.6824 0.1 0.2 -0.1 0.25
H -0.8541 -4.1594 0.7964 -0.3 0.0 -0.1 0.22
H -2.7042 2.3879 2.0671 0.2 -0.2 0.1 0.22
H -3.0452 5.0172 -3.4444 0.2 -0.2 0.3 0.23
H 1.3036 3.4494 -2.6103 0.2 -0.2 0.2 0.22
H -0.3173 -1.0744 -1.3999 -0.1 0.0 0.3 0.22
H 1.8884 -0.3439 -0.3180 0.0 -0.3 0.1 0.24
H -0.6100 4.2827 -3.2524 -0.4 0.1 0.1 0.22
H 0.9186 1.1877 1.9609 0.3 0.0 0.0 0.23
H 4.3086 -0.0824 0.1297 0.0 -0.1 0.4 0.23
H -1.1449 2.7694 2.8460 -0.1 -0.1 -0.2 0.21
H 2.2440 3.6618 -1.1041 -0.2 -0.1 -0.1 0.21
H -1.4343 1.1305 2.2300 -0.2 0.1 0.0 0.20
H 2.1388 1.5957 0.5604 0.1 0.0 0.3 0.21
H 0.9016 -3.1495 0.5114 -0.2 0.4 0.1 0.21
H 2.1950 -3.3796 1.9642 0.2 0.2 0.2 0.21
H -3.8443 3.4361 0.5302 0.0 0.2 -0.4 0.22
H 4.1867 -3.8834 3.3351 0.0 0.2 -0.1 0.25
H 6.2818 -0.5687 1.5698 -0.2 -0.1 0.0 0.25

=====

No. 3
48
Properties=species:S:1:pos:R:3:forces:R:3:nbo_charge:R:1 method="wB97M-V/def2-TZVPD" orbital_gap_ha=0.3790 de_lowest_kj_mol=273.2 lumo_energy_ev=0.6166
O 1.6091 3.7300 2.4015 -0.5 -1.2 -0.2 -0.63
O -1.5849 1.7046 0.0788 -0.8 0.2 0.0 -0.57
O 1.0722 -0.7600 2.3876 -0.3 0.3 0.6 -0.57
N 1.6061 1.4502 2.3584 -2.3 0.1 -1.3 -0.48
N 0.0986 2.8409 1.0123 0.1 -1.7 0.4 -0.48
C -1.5333 -3.7293 1.1082 0.6 -0.1 -0.1 -0.62
C -0.9344 -3.4089 -0.2791 0.1 0.5 -0.1 -0.20
C -0.4875 1.6515 0.5713 -1.2 0.1 -2.7 0.70
C -0.6748 -0.8776 0.1441 1.4 -0.1 1.0 -0.39
C 1.4227 0.5003 -0.6580 -0.2 0.4 0.4 -0.38
C 0.1360 4.7339 -0.5937 1.1 3.9 -0.4 -0.18
C -2.0950 -3.2222 -1.2825 0.6 -0.1 0.3 -0.61
C 2.5409 1.3808 3.5222 -0.1 -0.2 0.2 -0.26
C 0.9345 0.3190 1.8503 2.3 -2.8 -0.1 0.70
C -0.4620 4.1750 0.6669 -0.2 0.2 0.0 -0.27
C 0.9223 0.7461 -2.0757 -1.3 -0.3 0.3 -0.61
C 0.5143 6.0752 -0.7859 -1.6 -3.5 2.2 -0.38
C 3.9398 1.7720 3.0959 0.8 -0.7 0.4 -0.19
C 0.0337 -2.1808 -0.3002 -0.1 -0.1 0.5 -0.40
C 4.9969 0.9288 3.1903 -1.7 1.2 -0.3 -0.38
C 0.3119 0.3305 0.4452 -0.6 1.4 0.7 -0.19
C 1.1017 2.7037 1.9365 2.6 2.8 1.6 0.81
H 5.9611 1.2887 2.8904 0.4 -0.1 0.0 0.20
H 4.0552 2.8112 2.7551 0.0 -0.6 0.1 0.22
H 0.5273 -0.1808 -2.5069 -0.1 0.3 0.0 0.21
H -0.8148 -3.5920 1.9118 0.2 0.3 0.1 0.22
H -2.6931 -4.1246 -1.2937 -0.3 -0.1 0.0 0.21
H -1.3536 -0.6108 -0.6438 -0.2 0.5 -0.3 0.23
H 2.5561 0.3608 3.9725 -0.3 0.6 -0.8 0.25
H 0.1389 1.5205 -2.1235 0.1 -0.3 0.1 0.21
H 0.9220 -2.4327 0.3171 -0.6 0.3 -0.1 0.22
H 0.2242 4.0654 -1.4281 0.0 -0.4 -0.3 0.20
H -2.7444 -2.3666 -1.0326 0.3 -0.3 0.0 0.20
H -2.4355 -3.1597 1.3639 0.2 -0.1 -0.2 0.20
H 2.1418 2.0471 4.3039 0.3 0.0 -0.4 0.23
H 0.8540 6.4299 -1.7345 0.2 0.1 -0.3 0.21
H -1.6879 -3.0847 -2.2779 -0.1 0.1 -0.3 0.20
H -1.5491 4.1119 0.5434 0.2 -0.6 -0.1 0.25
H -1.2816 -1.0947 1.0339 0.2 0.3 -0.1 0.23
H 4.8900 -0.0986 3.5248 0.0 0.1 0.0 0.20
H 2.0761 -0.3730 -0.6668 -0.1 0.0 0.3 0.23
H 0.4080 6.7815 0.0732 0.2 -0.6 -0.9 0.20
H 0.4013 -2.0026 -1.3165 0.0 -0.4 0.0 0.19
H -0.3489 4.8705 1.4951 0.5 -0.2 0.1 0.24
H -1.7396 -4.7949 1.1207 -0.5 -0.1 0.1 0.21
H -0.3142 -4.2897 -0.5706 -0.5 0.6 0.0 0.20
H 1.7120 1.0913 -2.7056 0.7 0.1 -0.4 0.22
H 2.0264 1.3636 -0.3992 0.3 0.1 0.3 0.21

=====

No. 4
22
Properties=species:S:1:pos:R:3:forces:R:3:nbo_charge:R:1 method="wB97M-V/def2-TZVPD" s2=0.75 orbital_gap_ha="0.0781 / 0.3272" charge=-1 spin_multiplicity=2 de_lowest_kj_mol=304.0 lumo_energy_ev="3.4010 / 3.4670"
O -6.1422 3.1331 2.0448 -3.0 -4.2 -3.6 -1.10
C 1.3150 0.7258 0.4101 3.0 -0.7 -0.2 0.00
C 0.6773 -3.0686 -2.3789 2.1 0.4 -3.2 -0.67
C -0.1138 1.0427 0.5426 1.4 3.4 2.4 -1.01
C 1.7547 -0.7305 0.3928 -4.5 -0.5 2.0 -0.48
C 0.7663 -1.6056 -0.4884 5.5 1.5 0.8 -0.23
C 1.4441 -2.1948 -1.4778 0.5 -0.6 1.0 -0.23
C 2.2519 1.7125 0.4019 -2.1 2.5 -0.3 -0.54
H -0.2017 1.8994 -0.1089 -0.9 0.0 -0.4 0.23
H 2.7351 -0.8415 0.0804 1.8 -0.2 -0.6 0.20
H 1.8976 2.8131 0.4345 -0.1 -1.8 0.1 0.17
H 1.6376 -1.1768 1.4719 0.4 0.9 -1.4 0.18
H -0.8348 0.3040 0.3886 -1.0 -1.0 -0.1 0.21
H -0.2086 -1.7534 -0.1244 -1.1 -0.1 -0.3 0.21
H -0.2694 -2.5429 -2.4048 -0.7 -0.9 -0.4 0.22
H 2.5989 -2.1531 -1.5970 -2.2 0.3 0.3 0.19
H -5.9064 2.6071 2.7479 1.2 -1.3 2.6 0.42
H -5.9317 3.9803 2.1123 1.8 5.5 1.0 0.44
H 3.2821 1.8584 0.1541 0.7 -1.5 0.2 0.20
H 0.6748 -4.1479 -2.0305 -0.1 1.2 -1.1 0.21
H -0.1625 1.5931 1.5950 -0.7 -1.4 -1.5 0.18
H 1.2529 -2.7939 -3.4916 -1.9 -1.6 2.6 0.18

=====

No. 5
18
Properties=species:S:1:pos:R:3:forces:R:3:nbo_charge:R:1 method="wB97M-V/def2-TZVPD" orbital_gap_ha=0.3517 de_lowest_kj_mol=59.2 lumo_energy_ev=0.6680
Si 2.2775 -1.4878 0.0453 2.0 0.8 2.8 1.04
N 3.1764 1.9708 -0.1122 -0.3 0.0 -0.3 -0.37
N 1.5251 0.1045 -0.0610 -1.3 0.4 0.0 -0.84
C -1.9065 1.5301 -0.0031 0.4 -0.2 0.2 -0.18
C 0.0654 0.2912 -0.0556 1.1 -2.7 -0.1 0.18
C -2.6320 0.3712 0.0546 -3.8 0.5 0.0 -0.22
C 2.3673 1.1461 -0.1466 -0.2 0.1 0.6 0.42
C -0.5446 1.5061 -0.1031 0.6 -0.8 -0.7 -0.25
C -2.1121 -0.9011 -0.0152 1.1 2.4 0.7 -0.20
C -0.7259 -0.8953 -0.0191 0.1 -0.7 -0.1 -0.26
H -2.8034 -1.7035 0.1322 0.3 -0.8 -0.3 0.23
H -0.3575 -1.9042 -0.0703 1.0 0.0 0.2 0.22
H 3.7420 -1.0443 0.0391 -0.8 -0.6 -0.8 -0.13
H 2.3732 -2.1349 1.5336 -0.9 0.5 -1.9 -0.14
H 1.5743 -2.1362 -1.0071 0.1 -1.1 -0.6 -0.16
H -2.2625 2.5101 0.1249 -1.3 0.9 -0.2 0.22
H 0.0019 2.3404 -0.4481 0.6 1.2 0.5 0.23
H -3.7586 0.4369 0.1117 1.3 0.2 0.1 0.21

=====

No. 6
17
Properties=species:S:1:pos:R:3:forces:R:3:nbo_charge:R:1 method="wB97M-V/def2-TZVPD" orbital_gap_ha=0.3476 de_lowest_kj_mol=495.9 lumo_energy_ev=0.7735
S 0.1810 2.1005 -0.5281 2.0 -0.2 2.5 1.41
O 0.6045 1.4465 -1.7542 -0.2 -0.2 -1.0 -0.94
O 1.8805 -0.0559 0.7709 0.1 -2.0 -0.7 -0.47
N -2.9430 0.6772 1.1253 0.0 0.9 1.0 -0.15
N -2.1682 1.6142 0.9447 0.6 0.6 0.0 0.05
N -1.2290 1.3376 -0.0648 -1.9 -1.6 -0.6 -0.55
C -2.6909 -0.4870 0.3023 2.4 2.6 -1.0 -0.30
C 2.8767 0.9333 0.7455 2.1 1.3 -1.4 -0.13
C -1.5938 0.0323 -0.6723 -0.6 0.3 -0.1 -0.27
C 1.4713 1.2332 0.8749 -2.4 1.6 -0.7 -0.09
H 3.3420 1.0841 -0.3028 -0.7 -0.2 1.9 0.20
H -3.5428 -0.6257 -0.2288 -2.7 -0.7 -1.6 0.21
H -1.8897 0.0682 -1.7435 -0.2 0.5 0.8 0.22
H 3.5655 1.0487 1.6285 -0.8 -0.4 -1.0 0.20
H 0.9868 1.3721 1.8109 -0.3 0.9 0.9 0.18
H -2.5438 -1.3220 0.9097 0.8 -1.3 0.9 0.22
H -0.7045 -0.4845 -0.6891 1.8 -1.8 0.1 0.22

=====

No. 7
14
Properties=species:S:1:pos:R:3:forces:R:3:nbo_charge:R:1 method="wB97M-V/def2-TZVPD" orbital_gap_ha=0.3160 charge=+1 de_lowest_kj_mol=354.1 lumo_energy_ev=-6.1233
N 1.4796 -0.6057 -0.5611 2.7 -0.3 -0.9 -0.50
N 0.2265 -2.5581 -1.1168 1.7 -1.2 -1.2 -0.66
C -0.9343 -0.3167 0.0738 1.7 -2.8 -1.1 -0.14
C 1.2132 0.4707 0.0795 -2.9 -0.9 -0.4 0.33
C -0.2345 0.7619 0.3933 0.7 -0.9 -1.0 -0.10
C -0.5508 2.1245 0.8581 1.1 -1.1 -0.2 -0.64
C 0.4067 -1.3575 -0.7021 -4.7 2.0 2.9 0.60
H -0.5573 -3.1735 -0.9262 -0.5 0.9 0.1 0.45
H -0.0641 2.9121 0.3342 0.7 0.4 -0.6 0.25
H -0.3395 2.2172 1.8761 0.5 0.3 1.8 0.25
H -1.5447 2.2503 0.7332 -3.3 0.7 -0.2 0.24
H -1.9127 -0.8250 0.1654 0.6 1.1 -0.1 0.26
H 1.8633 1.1867 0.4511 2.0 0.9 0.2 0.22
H 0.9486 -3.0868 -1.6584 -0.2 0.9 0.8 0.45

=====

No. 8
67
Properties=species:S:1:pos:R:3:forces:R:3:mulliken_charge:R:1 method="wB97M-V/def2-TZVPD" s2=6.05 orbital_gap_ha="0.3190 / 0.1690" charge=+3 spin_multiplicity=5 lumo_energy_ev="-7.7796 / -11.8823"
Pt -0.1047 0.2355 0.0154 0.7 0.0 0.2 1.88
S -1.7520 1.9234 -1.1594 -0.3 0.2 0.1 2.01
O 0.0334 -5.9585 -3.0706 -0.1 -0.1 0.0 -0.49
O -1.3674 2.1084 0.2816 -0.1 -0.4 -0.2 -0.67
O 4.9643 -2.6684 -3.6027 0.1 0.1 0.0 -0.50
O -2.8604 1.0459 -1.3602 -0.1 0.0 0.0 -0.61
O 0.1542 -0.3749 2.3625 0.2 -0.1 -0.3 -1.03
O -0.5220 1.6163 -1.9006 -0.1 -0.1 0.0 -0.66
N -0.4774 -1.7529 -0.6416 -0.3 0.1 -0.1 -0.48
N -0.5873 0.2421 4.4130 0.2 -0.1 -0.1 0.13
N 1.8140 -0.4768 -0.6038 0.0 0.1 0.0 -0.38
N 1.1552 -1.3985 4.1095 0.1 -0.1 0.0 0.15
C 1.4282 -1.7771 5.4957 0.0 0.0 -0.1 -1.00
C -3.6440 3.7286 -1.9860 0.2 -0.1 0.0 -0.38
C -1.2128 -5.3992 -2.7261 0.2 0.1 0.0 -0.62
C 1.8121 -1.6259 -1.3041 -0.1 0.0 0.1 0.59
C 5.3657 -1.8016 -2.5664 -0.2 -0.1 0.0 -0.65
C 1.9392 -2.0634 3.0788 -0.1 0.1 0.1 -0.63
C 0.2088 -0.4800 3.5789 -0.3 0.2 0.5 0.51
C -0.7342 0.2389 5.8730 -0.1 0.1 -0.1 -0.86
C 0.3044 -3.5298 -2.0045 0.0 -0.1 0.0 -0.69
C -1.6954 -2.3089 -0.6143 0.1 0.0 0.0 -0.30
C 2.9510 -2.0736 -1.9417 0.0 0.0 -0.1 -0.68
C -1.9647 -3.4942 -1.2607 -0.1 0.0 0.0 -0.81
C -0.9538 -4.1228 -1.9776 0.0 -0.1 0.0 0.17
C 4.1203 -1.3233 -1.8737 0.0 0.0 0.0 0.23
C -2.2821 3.5447 -1.6684 0.2 0.2 0.0 0.01
C -4.0684 4.9786 -2.3153 0.1 0.3 -0.1 -0.66
C 0.5132 -2.3432 -1.3333 0.1 0.1 0.1 0.62
C 2.9334 0.2541 -0.5315 -0.1 0.0 0.0 -0.51
C -1.3263 4.6047 -1.7213 -0.2 -0.4 0.0 -0.44
C -3.1434 6.0862 -2.3389 0.0 -0.2 0.0 0.91
C -1.5118 1.1889 3.7740 0.0 0.0 0.1 -0.96
C -1.7530 5.8487 -2.0457 -0.2 0.2 -0.1 -0.74
C 4.1009 -0.1371 -1.1492 0.1 0.0 0.1 -0.68
C -3.6047 7.4293 -2.6929 0.0 0.1 0.0 -1.36
H -3.3639 7.5938 -3.7599 0.0 0.0 0.0 0.36
H -0.5484 1.2524 6.2304 0.0 0.0 0.0 0.35
H -1.7709 -0.0116 6.1026 0.0 0.0 0.0 0.35
H 4.9797 0.4904 -1.0761 0.0 0.0 0.0 0.48
H -4.3170 2.8815 -1.9720 0.0 0.0 0.0 0.53
H 1.0974 -4.0141 -2.5540 0.0 0.0 0.0 0.71
H -0.2835 4.3968 -1.5244 0.0 0.0 0.1 0.46
H -1.8098 -5.1519 -3.6110 0.0 0.0 0.0 0.35
H -1.3684 1.2284 2.7032 0.0 0.0 0.0 0.18
H 5.9358 -0.9421 -2.9268 0.0 0.0 -0.1 0.39
H 5.7330 -2.9379 -4.1182 0.0 0.0 0.0 0.33
H 2.8745 1.1801 0.0254 0.0 0.0 0.0 0.53
H -5.1057 5.1594 -2.5667 0.0 0.0 0.0 0.44
H -2.5324 0.8777 4.0067 0.0 0.0 0.0 0.38
H -1.8149 -6.0646 -2.1014 0.0 -0.1 0.0 0.37
H 2.2098 -2.5267 5.4960 0.0 0.0 0.0 0.38
H -0.0842 -0.4427 6.3895 -0.1 0.1 0.0 0.36
H -2.9612 -3.9136 -1.2091 0.0 0.0 0.0 0.47
H 2.4564 -1.3080 2.4810 0.0 0.0 0.0 0.27
H 5.9847 -2.3184 -1.8235 0.1 0.0 0.0 0.32
H -1.0594 6.6782 -2.0956 0.0 0.0 0.0 0.45
H 1.2625 -2.5891 2.3996 0.0 0.0 0.0 0.25
H -2.4608 -1.7786 -0.0639 0.0 0.0 0.0 0.48
H -0.1026 -6.7852 -3.5472 0.0 0.0 0.0 0.33
H 1.7722 -0.9138 6.0679 0.0 0.0 0.0 0.42
H -4.6796 7.5543 -2.5854 0.0 0.0 0.0 0.40
H 2.6407 -2.7459 3.5406 0.0 0.0 0.0 0.37
H -1.3459 2.1719 4.2166 0.0 0.0 0.0 0.37
H 0.5363 -2.2027 5.9584 0.0 0.0 0.0 0.43
H 2.9483 -2.9853 -2.5207 0.0 0.0 0.0 0.66
H -3.0552 8.2031 -2.1536 0.0 0.0 0.0 0.41